[1]
# C5H7N2S

An isolated ion of composition C5H7N2S and charge -1 (ωB97M-V/def2-TZVPD, the Open Molecules 2025 dataset).

Summary:
Energy above the lowest of the compared OMol25 structures with the same formula, charge and spin ... 0.055 eV
Net charge ... -1
E_LUMO ... 3.92 eV

Cartesian coordinates (Å):
C 1.82 1.63 1.03
C 0.98 0.51 0.53
C -0.34 0.63 0.07
C -0.71 -0.62 -0.36
C -2.04 -1.00 -0.96
N 0.28 -1.43 -0.18
S 0.51 -3.00 -0.66
N 1.39 -0.71 0.39
H 2.40 1.34 2.00
H 2.53 1.89 0.23
H 1.18 2.54 1.23
H -1.09 1.37 0.31
H -2.84 -1.47 -0.27
H -2.36 -0.10 -1.47
H -1.71 -1.57 -1.89



[2]
# C4H5HgO3

C4H5HgO3 as an isolated structure (ωB97M-V/def2-TZVPD, the Open Molecules 2025 dataset).

Summary:
Energy above the lowest of the compared OMol25 structures with the same formula, charge and spin ... 2.742 eV
Multiplicity ... 2
E_LUMO (spin up / spin down) ... 0.09 / -1.59 eV

Cartesian coordinates (Å):
O -1.87 1.06 0.02
C -2.72 0.12 0.14
C -2.31 -1.22 -0.13
O -1.10 -1.43 -0.52
C 2.51 -1.50 0.54
C 2.55 -0.18 0.24
O 1.56 0.53 -0.26
Hg -0.19 0.31 -0.67
H -3.75 0.33 0.44
H -3.03 -2.04 -0.09
H 1.98 -2.20 -0.11
H 3.06 -1.87 1.41
H 3.53 0.32 0.21



[3]
# C4H9NO2

A 2-piece molecular cluster, C4H9NO2 overall (ωB97M-V/def2-TZVPD, the Open Molecules 2025 dataset).

Summary:
Energy above the lowest of the compared OMol25 structures with the same formula, charge and spin ... 2.045 eV
E_LUMO ... 0.68 eV

Cartesian coordinates (Å):
C -2.02 0.00 -0.39
C -0.51 0.18 -0.29
C 0.19 -0.74 0.71
O -0.19 1.50 0.19
H -2.49 0.10 0.59
H -2.28 -0.98 -0.81
H -2.45 0.75 -1.06
H -0.10 0.06 -1.31
H -0.25 -0.67 1.69
H 0.16 -1.79 0.37
H 1.19 -0.29 1.01
H -0.64 2.15 -0.38
N 2.58 0.63 0.22
C 2.46 -0.52 -0.19
O 2.58 -1.63 -0.53
H 1.77 1.26 0.18



[4]
# C4H5F2N

A 2-piece molecular cluster, C4H5F2N overall (ωB97M-V/def2-TZVPD, the Open Molecules 2025 dataset).

Summary:
Energy above the lowest of the compared OMol25 structures with the same formula, charge and spin ... 4.483 eV
E_LUMO ... 0.89 eV

Cartesian coordinates (Å):
C -2.91 1.36 -0.53
C -2.40 1.16 0.54
C 0.72 -0.32 0.36
C 1.96 0.24 -0.38
N 0.57 -1.59 0.58
F 1.63 0.91 -1.45
F 2.73 -0.79 -0.80
H -3.68 1.61 -1.19
H -0.41 -1.67 0.82
H -1.94 0.77 1.36
H 2.65 0.75 0.39
H 1.08 -2.43 0.29



[5]
# C24H19I2N3OY

C24H19I2N3OY as an isolated structure (ωB97M-V/def2-TZVPD, the Open Molecules 2025 dataset).

Summary:
Energy above the lowest of the compared OMol25 structures with the same formula, charge and spin ... 0.804 eV
Net charge ... +1
E_LUMO ... -3.21 eV

Cartesian coordinates (Å):
Y -0.40 -0.05 -0.28
I -4.34 2.07 6.20
C -3.54 1.36 4.38
C -4.27 0.49 3.59
C -3.70 0.05 2.41
I -4.71 -1.30 1.15
C -2.42 0.44 1.97
O -1.98 -0.05 0.84
C -1.70 1.32 2.81
C -0.32 1.80 2.43
N 0.54 0.72 1.91
C 0.65 -0.42 2.83
C 1.21 -1.63 2.12
C 2.27 -2.35 2.63
C 2.70 -3.49 1.96
C 2.03 -3.88 0.81
C 0.99 -3.09 0.35
N 0.60 -1.97 0.97
C -2.27 1.76 4.00
H -5.25 0.16 3.87
H 0.14 2.26 3.32
H -0.40 2.57 1.65
H 1.47 1.11 1.76
H -0.36 -0.67 3.17
H 1.26 -0.18 3.72
H 2.76 -2.04 3.54
H 3.54 -4.06 2.32
H 2.30 -4.77 0.27
H 0.45 -3.35 -0.55
H -1.71 2.43 4.63
C 4.30 -0.13 -1.38
C 4.47 1.09 -2.01
C 3.39 1.95 -2.11
C 2.14 1.58 -1.60
N 1.99 0.38 -1.00
C 3.05 -0.43 -0.90
C 0.96 2.47 -1.65
C 1.06 3.78 -2.13
C -0.03 4.63 -2.11
C -1.24 4.20 -1.60
C -1.36 2.90 -1.15
C -0.29 1.99 -1.18
H 5.12 -0.83 -1.26
H 5.44 1.37 -2.40
H 3.53 2.90 -2.60
H 2.88 -1.38 -0.39
H 1.99 4.16 -2.52
H 0.07 5.64 -2.49
H -2.08 4.87 -1.55
H -2.33 2.58 -0.77



[6]
# C4H13NOS2

A 2-piece molecular cluster, C4H13NOS2 overall (ωB97M-V/def2-TZVPD, the Open Molecules 2025 dataset).

Summary:
Energy above the lowest of the compared OMol25 structures with the same formula, charge and spin ... 0.845 eV
E_LUMO ... 0.49 eV

Cartesian coordinates (Å):
C 3.06 1.04 -2.09
C 2.66 0.36 -0.77
N 1.22 0.43 -0.54
C 0.77 0.31 0.82
C -0.16 -0.89 1.04
S -1.89 -0.50 0.63
S -2.46 0.67 2.19
H 2.18 1.45 -2.59
H 3.53 0.35 -2.79
H 3.68 1.92 -1.95
H 3.19 0.87 0.04
H 2.97 -0.68 -0.73
H 0.78 1.10 -1.14
H 1.67 0.14 1.42
H 0.35 1.23 1.23
H 0.11 -1.65 0.30
H -0.08 -1.27 2.05
H -2.09 1.91 1.80
O 1.05 -1.75 -3.70
H 0.11 -1.59 -3.57
H 1.39 -1.89 -2.81



[7]
# C6H15AlCl2I2N

C6H15AlCl2I2N as an isolated structure (ωB97M-V/def2-TZVPD, the Open Molecules 2025 dataset).

Summary:
Net charge ... -1
E_LUMO ... 2.42 eV

Cartesian coordinates (Å):
C -1.42 -0.27 1.15
N -0.71 -1.00 0.10
C -1.55 -1.18 -1.14
Al -1.24 0.17 -2.62
C 0.70 0.82 -2.82
I 0.57 2.43 -4.30
C 1.47 1.42 -1.64
C 0.61 2.07 -0.57
I 2.79 -0.11 -0.81
H -0.75 0.43 1.66
H -1.81 -0.94 1.92
H -2.25 0.30 0.73
H -0.52 -1.93 0.46
H -1.40 -2.18 -1.56
H -2.61 -1.15 -0.86
H -2.23 1.45 -2.46
H -1.59 -0.55 -4.04
H 1.32 0.09 -3.32
H 2.20 2.14 -2.01
H 1.09 2.98 -0.22
H -0.36 2.34 -0.98
H 0.50 1.42 0.29
C 1.41 -1.64 4.70
Cl 1.32 -3.35 5.15
Cl 1.87 -1.41 3.02
H 0.44 -1.20 4.85
H 2.15 -1.17 5.33



[8]
# C9H18F4PS

An isolated ion of composition C9H18F4PS and charge +1 (ωB97M-V/def2-TZVPD, the Open Molecules 2025 dataset).

Summary:
Net charge ... +1
E_LUMO ... -3.34 eV

Cartesian coordinates (Å):
C 0.68 -1.35 2.63
C -0.57 -0.45 2.78
P -0.56 1.04 1.73
C -2.28 1.66 1.93
S -0.57 0.38 -0.33
C 1.19 -0.03 -0.68
C 1.60 0.59 -2.01
C 2.04 2.04 -1.83
C 2.74 -0.26 -2.60
C -1.43 -1.23 -0.59
F -1.16 -2.12 0.39
F -0.94 -1.72 -1.76
C -2.98 -1.04 -0.68
F -3.25 0.29 -0.84
F -3.45 -1.72 -1.74
H 1.04 -1.34 1.61
H 1.45 -1.04 3.31
H 0.41 -2.37 2.87
H -0.56 -0.03 3.79
H -1.50 -1.01 2.71
H -2.88 0.94 2.47
H -2.74 1.91 0.98
H -2.18 2.56 2.53
H 1.25 -1.12 -0.71
H 1.76 0.37 0.15
H 0.75 0.59 -2.69
H 2.92 2.11 -1.19
H 2.33 2.43 -2.80
H 1.25 2.68 -1.46
H 3.42 -0.56 -1.81
H 3.29 0.34 -3.31
H 2.36 -1.15 -3.08
H -3.45 -1.39 0.24



[9]
# C3H4N2O2

A single C3H4N2O2 molecule (ωB97M-V/def2-TZVPD, the Open Molecules 2025 dataset).

Summary:
Energy above the lowest of the compared OMol25 structures with the same formula, charge and spin ... 4.035 eV
E_LUMO ... -0.08 eV

Cartesian coordinates (Å):
C -1.52 -0.43 0.04
N -0.32 0.35 -0.26
N 0.76 -0.21 -1.03
C 1.76 -0.53 -0.17
O 1.83 -0.31 1.04
C 0.00 1.46 0.23
O 0.29 2.53 0.55
H -1.97 -0.70 -0.91
H -1.21 -1.33 0.58
H -2.21 0.16 0.64
H 2.59 -1.01 -0.73



[10]
# C5H7NO

C5H7NO as an isolated structure (ωB97M-V/def2-TZVPD, the Open Molecules 2025 dataset).

Summary:
Energy above the lowest of the compared OMol25 structures with the same formula, charge and spin ... 5.094 eV
E_LUMO (spin up / spin down) ... -0.09 / -0.09 eV

Cartesian coordinates (Å):
C 0.36 -0.15 1.29
C 0.00 -1.32 0.42
C 1.11 -0.62 -0.34
C 0.53 1.03 0.45
C -1.57 1.10 -1.01
N -1.00 1.48 0.05
O 1.34 1.93 0.50
H 0.71 -0.22 2.31
H 0.24 -2.28 0.86
H -0.97 -1.39 -0.06
H 2.12 -0.94 -0.16
H 0.94 -0.41 -1.40
H -2.50 1.59 -1.31
H -1.31 0.20 -1.60



[11]
# C6H12N

An isolated ion of composition C6H12N and charge +1 (ωB97M-V/def2-TZVPD, the Open Molecules 2025 dataset).

Summary:
Energy above the lowest of the compared OMol25 structures with the same formula, charge and spin ... 3.531 eV
Net charge ... +1
E_LUMO ... -3.15 eV

Cartesian coordinates (Å):
C 1.63 -1.44 -0.65
C 0.55 -0.74 -0.54
N -0.83 -0.63 -0.28
C -1.44 -1.23 0.92
C 0.06 0.53 -0.13
C 0.07 1.56 -1.48
C 0.41 1.05 1.30
H 1.47 -2.53 -1.00
H 2.47 -0.88 -0.59
H -1.51 -0.51 -1.00
H -0.49 -1.41 1.54
H -2.17 -0.50 1.36
H -1.87 -2.30 0.81
H -0.83 1.83 -1.94
H 0.83 1.22 -2.18
H 0.47 2.54 -1.07
H 1.22 0.52 1.76
H -0.54 0.83 1.94
H 0.50 2.09 1.23



[12]
# C24H43ClIrP2

C24H43ClIrP2 as an isolated structure (ωB97M-V/def2-TZVPD, the Open Molecules 2025 dataset).

Summary:
Energy above the lowest of the compared OMol25 structures with the same formula, charge and spin ... 4.319 eV
Net charge ... +2
Multiplicity ... 6
E_LUMO (spin up / spin down) ... -6.87 / -8.88 eV

Cartesian coordinates (Å):
Ir 1.88 -0.54 1.30
C -1.49 -0.97 3.01
C -1.26 -2.26 2.43
C 0.86 -1.27 2.85
C -0.29 -0.33 3.20
C 0.09 -2.46 2.28
C -2.83 -0.43 3.34
H -3.57 -0.69 2.57
H -2.84 0.67 3.47
H -3.18 -0.87 4.29
C -0.14 0.86 4.06
H -0.99 1.55 3.93
H 0.74 1.45 3.74
H 0.04 0.55 5.11
C 1.83 -1.64 3.93
H 1.50 -2.57 4.39
H 1.90 -0.87 4.69
H 2.81 -1.80 3.49
C 0.74 -3.74 1.99
H 0.68 -4.45 2.84
H 1.81 -3.58 1.76
H 0.29 -4.24 1.12
C -2.30 -3.25 2.10
H -2.47 -3.98 2.90
H -1.98 -3.81 1.21
H -3.26 -2.76 1.90
C -1.25 2.58 0.55
C -2.37 1.90 0.26
C -2.51 0.40 0.05
C -1.52 -0.23 -0.95
C -0.11 -0.39 -0.62
C 0.92 0.54 -0.24
C 1.07 2.07 -0.49
C -0.17 2.97 -0.42
H -3.50 0.23 -0.39
H -1.65 0.34 -1.91
H -2.48 -0.15 0.98
H -0.59 3.13 -1.42
H -0.95 2.85 1.59
H -3.31 2.43 0.28
H 0.22 3.94 -0.09
H 1.83 2.51 0.19
H 1.97 0.11 -0.58
H 1.49 2.16 -1.51
H -1.92 -1.22 -1.22
H 0.27 -1.44 -0.62
P -0.47 1.56 -3.21
C -0.71 3.28 -3.81
C -1.72 0.78 -4.30
P 1.80 -0.36 -2.79
C 1.13 1.00 -3.89
C 1.09 -1.79 -3.69
C 3.51 -0.31 -3.39
H 0.10 3.93 -3.47
H -1.65 3.68 -3.41
H -0.76 3.28 -4.91
H -1.55 1.10 -5.33
H -2.72 1.11 -3.98
H -1.71 -0.31 -4.23
H 3.56 0.01 -4.44
H 3.99 -1.29 -3.26
H 4.05 0.41 -2.77
H 1.82 1.85 -3.86
H 0.97 0.66 -4.93
H 1.74 -2.67 -3.56
H 0.95 -1.59 -4.76
H 0.12 -2.07 -3.25
Cl 2.21 2.32 2.52
C 3.01 0.72 2.32
H 3.90 0.99 1.74
H 3.30 0.40 3.33



[13]
# ClH3N2S2

A single ClH3N2S2 molecule (ωB97M-V/def2-TZVPD, the Open Molecules 2025 dataset).

Summary:
Energy above the lowest of the compared OMol25 structures with the same formula, charge and spin ... 0.598 eV
E_LUMO ... -0.18 eV

Cartesian coordinates (Å):
S 1.53 0.67 0.29
N -0.26 0.43 -0.21
S -0.41 -0.29 -1.81
N -1.00 -0.13 0.67
Cl -0.55 -1.71 1.47
H 1.49 1.82 -0.27
H 0.46 -1.35 -1.69
H -1.26 0.58 1.55



[14]
# C9H10Cl3F3KO4S2Si

C9H10Cl3F3KO4S2Si as an isolated structure (ωB97M-V/def2-TZVPD, the Open Molecules 2025 dataset).

Summary:
Energy above the lowest of the compared OMol25 structures with the same formula, charge and spin ... 0.162 eV
Net charge ... -1
E_LUMO ... 2.26 eV

Cartesian coordinates (Å):
K -0.06 1.53 -1.73
C 3.45 -2.66 1.39
C 2.20 -1.84 1.46
C 2.28 -0.46 1.58
C 1.14 0.33 1.53
C -0.10 -0.28 1.38
C -0.21 -1.66 1.27
C 0.95 -2.43 1.31
S -1.53 0.76 1.27
C -1.62 1.26 2.98
O -1.04 1.98 0.53
H 4.20 -2.32 2.11
H 3.90 -2.58 0.39
H 3.26 -3.72 1.57
H 3.25 0.02 1.66
H 1.21 1.41 1.56
H -1.17 -2.11 1.10
H 0.87 -3.50 1.19
H -0.69 1.79 3.23
H -1.74 0.38 3.61
H -2.47 1.93 3.08
F -3.15 0.70 -4.49
C -3.95 1.08 -3.49
F -4.82 0.09 -3.27
F -4.64 2.14 -3.91
S -3.01 1.45 -1.96
O -2.19 0.26 -1.78
O -4.05 1.65 -0.99
O -2.23 2.63 -2.31
Cl 2.33 2.32 -3.08
Si 3.37 0.74 -1.81
Cl 1.65 -0.75 -1.97
Cl 4.63 -0.13 -3.39



[15]
# C26H41N2ReS

C26H41N2ReS as an isolated structure (ωB97M-V/def2-TZVPD, the Open Molecules 2025 dataset).

Summary:
Energy above the lowest of the compared OMol25 structures with the same formula, charge and spin ... 1.830 eV
Net charge ... +1
Multiplicity ... 4
E_LUMO (spin up / spin down) ... -2.53 / -4.19 eV

Cartesian coordinates (Å):
C 0.45 0.62 2.56
C -0.75 1.35 2.26
C -0.42 2.29 1.24
C 0.97 2.10 0.85
C 1.51 1.06 1.67
Re -0.05 0.26 0.54
C 0.13 -1.07 -2.80
C 0.55 -1.42 -1.32
H 0.33 -2.46 -1.04
C 1.52 -0.71 -0.61
H 2.28 0.01 -0.96
H 1.86 -1.27 0.26
C -0.23 -2.17 -3.75
H -1.02 -2.83 -3.30
H -0.63 -1.71 -4.71
H 0.64 -2.79 -4.03
C 1.19 -0.13 -3.39
H 1.44 0.70 -2.69
H 2.09 -0.68 -3.56
H 0.84 0.36 -4.33
C -2.05 1.28 2.99
H -2.15 0.31 3.50
H -2.09 2.08 3.74
H -2.90 1.39 2.31
C -1.25 3.49 0.90
H -2.16 3.24 0.31
H -1.59 3.96 1.84
H -0.68 4.24 0.33
C 1.74 3.00 -0.06
H 1.09 3.56 -0.74
H 2.30 3.74 0.54
H 2.47 2.46 -0.68
C 2.94 0.66 1.79
H 3.46 0.76 0.84
H 3.46 1.29 2.52
H 3.04 -0.37 2.12
C 0.56 -0.36 3.67
H 1.50 -0.94 3.62
H 0.54 0.17 4.64
H -0.27 -1.08 3.69
C -1.05 0.55 -1.61
C -1.03 -0.25 -2.78
C -1.38 1.93 -1.89
C -2.02 -0.09 -3.73
H -1.75 -0.01 -0.98
C -2.10 2.23 -3.03
H -0.96 2.70 -1.25
C -2.47 1.23 -3.93
H -2.12 -0.88 -4.51
H -2.21 3.24 -3.33
H -3.05 1.42 -4.85
C -2.08 -6.38 -0.24
C -1.12 -5.21 -0.19
N -1.85 -4.05 0.46
C -1.11 -3.01 0.97
S -1.78 -1.45 0.59
N -0.07 -3.27 1.78
C -0.01 -4.42 2.70
C 1.42 -4.92 2.84
H -2.46 -6.62 0.75
H -1.54 -7.23 -0.64
H -2.92 -6.15 -0.90
H -0.22 -5.41 0.41
H -0.81 -4.89 -1.20
H -2.64 -3.72 -0.12
H 0.46 -2.43 2.09
H -0.36 -4.09 3.69
H -0.70 -5.20 2.33
H 2.04 -4.18 3.37
H 1.40 -5.84 3.42
H 1.88 -5.14 1.86



[16]
# C6H8N2

C6H8N2 as an isolated structure (ωB97M-V/def2-TZVPD, the Open Molecules 2025 dataset).

Summary:
Energy above the lowest of the compared OMol25 structures with the same formula, charge and spin ... 5.508 eV
E_LUMO ... 1.03 eV

Cartesian coordinates (Å):
C 0.05 0.06 1.08
C -0.69 -1.23 0.93
C -0.64 -1.56 -0.30
C -0.11 0.37 -2.08
C 0.16 1.68 -1.01
C 0.46 0.44 -0.18
H 0.29 -0.22 3.14
H 1.36 0.77 2.36
H -1.08 -1.39 2.08
H -0.63 -2.56 -0.79
H 0.90 0.19 -2.66
H -1.07 0.55 -2.57
H -0.56 2.57 -0.67
H 1.17 2.16 -1.15
N 0.51 0.46 2.42
N 0.10 -0.54 -1.05



[17]
# C6H37NO13

A 14-piece molecular cluster, C6H37NO13 overall (ωB97M-V/def2-TZVPD, the Open Molecules 2025 dataset).

Summary:
Energy above the lowest of the compared OMol25 structures with the same formula, charge and spin ... 2.348 eV
E_LUMO ... 0.31 eV

Cartesian coordinates (Å):
C -1.82 0.37 2.88
C -1.55 -1.06 2.40
C -0.12 -1.25 1.89
C 0.22 -0.38 0.73
C 1.11 -0.78 -0.22
N 1.57 0.17 -1.17
C 1.66 -0.16 -2.42
H -2.80 0.52 3.30
H -1.14 0.67 3.59
H -1.75 1.17 2.00
H -1.72 -1.71 3.25
H -2.31 -1.39 1.69
H 0.61 -1.07 2.74
H 0.06 -2.32 1.66
H -0.28 0.60 0.69
H 1.55 -1.77 -0.21
H 1.41 -1.09 -2.86
H 2.00 0.63 -3.13
H -1.72 -1.45 -2.88
H -1.36 -0.73 -1.52
O -0.92 -1.00 -2.39
H 1.50 2.27 -1.22
H 0.43 2.84 -2.06
O 1.09 3.12 -1.50
H 4.08 -0.49 -0.15
H 4.67 -1.83 0.31
O 3.82 -1.40 0.10
H -1.64 -2.41 0.00
H -0.93 -3.42 -0.74
O -1.80 -3.29 -0.33
H -1.59 2.15 -2.10
H -0.86 0.98 -2.79
O -0.96 1.99 -2.81
H 0.21 3.47 0.00
H 0.19 2.79 1.36
O -0.36 3.33 0.75
H 1.22 2.26 3.26
H 1.79 1.10 2.28
O 1.34 2.01 2.35
H -2.62 0.68 -0.53
H -2.86 -0.51 0.43
O -2.71 -0.33 -0.51
H -3.10 2.89 -0.50
H -1.55 2.66 0.05
O -2.35 2.32 -0.52
H 2.75 -0.95 1.65
H 3.47 0.46 1.86
O 2.89 -0.18 2.30
H -3.50 -1.48 -1.88
H -2.84 -2.84 -1.74
O -3.19 -2.24 -2.37
H 3.29 2.37 1.07
H 2.93 1.47 -0.12
O 3.65 1.66 0.51
H -0.02 -2.39 -2.07
H 0.43 -3.79 -2.55
O 0.46 -3.22 -1.80



[18]
# C3H5BrN3

C3H5BrN3 as an isolated structure (ωB97M-V/def2-TZVPD, the Open Molecules 2025 dataset).

Summary:
Energy above the lowest of the compared OMol25 structures with the same formula, charge and spin ... 2.106 eV
Net charge ... +1
E_LUMO ... -5.40 eV

Cartesian coordinates (Å):
C 2.70 -0.43 -0.63
C 1.60 -0.78 -0.38
N 0.26 -0.96 -0.13
C -0.59 0.01 -0.34
N -0.14 1.18 -0.80
N -1.96 -0.14 -0.06
Br -2.17 0.52 1.72
H 3.58 0.13 -0.87
H -0.05 -1.85 0.22
H 0.35 1.05 -1.68
H -0.93 1.80 -1.01
H -2.16 -1.14 0.02